The following is a DFT calculation (ωB97M-V/def2-TZVPD) of a cluster of 2 separate species, C5H14N4O in total in a non-equilibrium geometry.

Calculated values
- HOMO (alpha / beta): -0.6000 / -0.6616 hartree
- Charge: +2
- Kohn-Sham gap (alpha / beta): 6.1 / 9.9 eV

Cartesian coordinates (Å):
1 C 1.76689 0.69610 2.23818
2 C -0.36456 -0.62502 -1.84439
3 C 2.61447 1.69285 2.86790
4 C -2.59993 -0.82669 -2.90664
5 C -2.26363 -0.82704 -0.40438
6 N 1.21665 -0.20984 3.13302
7 N -1.64339 -0.61165 -1.73487
8 N 0.52372 -0.48159 -2.79451
9 N 1.44100 0.62434 0.96337
10 O 0.37952 0.04193 0.49727
11 H 2.67585 1.68786 3.98130
12 H 3.75430 1.49428 2.52377
13 H 2.47683 2.76643 2.58839
14 H -2.94093 -1.92400 -3.08524
15 H -3.40661 -0.07413 -2.68038
16 H -2.02122 -0.41390 -3.77431
17 H -1.52381 -0.71793 0.35280
18 H -3.13612 -0.24911 -0.36596
19 H -2.79595 -1.84949 -0.35938
20 H 1.37473 -0.02519 4.05488
21 H 0.56322 -0.84169 2.80803
22 H 1.52116 -0.85407 -2.82840
23 H 0.46932 0.25260 -3.51139
24 H 1.91848 1.27494 0.28095

---

The following is a DFT calculation (ωB97M-V/def2-TZVPD) of a structure of composition C29H40N6OOsS2Si2.

Calculated values
- HOMO: -0.4887 hartree
- Charge: +2
- Kohn-Sham gap: 6.5 eV

Cartesian coordinates (Å):
1 Os 0.18012 0.00246 -0.06421
2 C -1.99025 -3.35347 1.74497
3 C -1.04472 -2.50081 0.97014
4 N -1.25708 -1.25452 0.70830
5 N -2.49584 -0.73786 1.06152
6 C -2.87180 0.38119 0.42869
7 N -4.09083 0.86209 0.59986
8 S -1.74116 1.14477 -0.59106
9 C 0.13659 -3.01964 0.26796
10 C 0.50616 -4.34825 0.27523
11 C 1.48096 -4.77325 -0.62358
12 C 2.00884 -3.85534 -1.50878
13 C 1.62450 -2.52403 -1.41996
14 N 0.72661 -2.09516 -0.53628
15 H -2.26864 -2.87994 2.68958
16 H -1.54744 -4.31029 2.00005
17 H -2.89620 -3.55159 1.16488
18 H -3.07995 -1.25788 1.69846
19 H -4.81108 0.37463 1.11036
20 H -4.34789 1.71861 0.13338
21 H 0.02596 -5.05371 0.93605
22 H 1.78681 -5.81019 -0.64471
23 H 2.72379 -4.14449 -2.26615
24 H 2.04768 -1.78172 -2.08131
25 C -1.01575 0.27885 3.36210
26 Si 0.51781 0.23485 2.28391
27 C 1.43588 -1.30005 2.87147
28 C 1.42122 1.82868 2.62495
29 C 1.94991 2.06005 3.90061
30 C 2.58094 3.25651 4.20283
31 C 2.67413 4.24227 3.22759
32 C 2.13343 4.02196 1.96888
33 C 1.50738 2.81578 1.64426
34 Si 0.72795 2.58359 -0.03126
35 C 1.85432 3.24492 -1.38625
36 C -0.69942 3.79722 -0.11340
37 H -0.68532 0.56089 4.36598
38 H -1.53185 -0.67719 3.46232
39 H -1.71953 1.05098 3.04376
40 H 1.89193 -1.12660 3.85091
41 H 2.21786 -1.66890 2.20397
42 H 0.71511 -2.11330 3.00174
43 H 1.89699 1.29439 4.66775
44 H 2.99724 3.41903 5.18806
45 H 3.15758 5.18291 3.45697
46 H 2.20579 4.81444 1.23029
47 H 1.62895 4.30813 -1.49939
48 H 1.69997 2.77984 -2.36158
49 H 2.90575 3.13762 -1.12328
50 H -0.24760 4.79143 -0.04482
51 H -1.40702 3.70011 0.71070
52 H -1.25040 3.76627 -1.05370
53 C 6.69329 -2.23054 -1.55414
54 C 5.52834 -1.55690 -2.26825
55 C 5.30194 -0.12119 -1.82499
56 N 5.07119 -0.02028 -0.37746
57 C 3.94716 0.25728 0.25298
58 S 2.49975 0.35331 -0.72559
59 N 3.98859 0.48414 1.56957
60 C 5.06977 0.55373 2.51033
61 O 4.82658 0.19363 3.62954
62 C 6.37171 1.11181 2.07851
63 C 7.52126 0.58358 2.66177
64 C 8.75822 1.11556 2.33267
65 C 8.83808 2.18536 1.45152
66 C 7.68772 2.72818 0.88865
67 C 6.45099 2.18422 1.19013
68 H 6.93973 -3.18843 -2.00899
69 H 6.47438 -2.42214 -0.50157
70 H 7.59470 -1.61488 -1.60159
71 H 4.60447 -2.12043 -2.10665
72 H 5.69966 -1.54505 -3.34639
73 H 4.46300 0.34140 -2.33847
74 H 6.18541 0.48837 -2.02593
75 H 5.90315 -0.02756 0.19866
76 H 3.10007 0.56518 2.04646
77 H 7.43329 -0.22757 3.37228
78 H 9.65622 0.70919 2.77718
79 H 9.80352 2.60720 1.20560
80 H 7.75814 3.58007 0.22598
81 H 5.54902 2.61520 0.76990

---

The following is a DFT calculation (ωB97M-V/def2-TZVPD) of a cluster of 10 separate species, C3H26O10 in total in a non-equilibrium geometry.

Calculated values
- HOMO: -0.3594 hartree
- Structure (SMILES): CC(C)O.O.O.O.O.O.O.O.O.O
- Kohn-Sham gap: 9.7 eV

Cartesian coordinates (Å):
1 C 6.79854 -2.43581 -25.70360
2 C 5.90480 -1.38968 -25.05191
3 C 6.42193 0.09030 -25.16462
4 O 4.70431 -1.52369 -25.76771
5 H 6.73362 -2.31260 -26.78466
6 H 6.25025 -3.34159 -25.44472
7 H 7.79640 -2.39634 -25.26676
8 H 5.56998 -1.69212 -24.05967
9 H 7.29134 0.10002 -24.50725
10 H 5.67897 0.82838 -24.86241
11 H 6.60946 0.30568 -26.21655
12 H 4.04872 -2.01210 -25.26446
13 O -4.22496 -3.47047 -32.22344
14 H -3.81148 -3.28928 -33.06749
15 H -3.87290 -4.32113 -31.96142
16 O 3.36053 -4.54486 -31.22317
17 H 2.98042 -5.39219 -31.45505
18 H 2.88644 -4.27646 -30.43613
19 O -4.14912 -3.17361 -25.99148
20 H -4.58912 -2.59537 -25.36835
21 H -4.44252 -4.05260 -25.75162
22 O 2.32411 1.00462 -29.61380
23 H 2.34769 0.27970 -28.98918
24 H 2.00261 0.61180 -30.42532
25 O -4.20955 0.22960 -29.61400
26 H -4.33339 0.02803 -30.54150
27 H -4.24464 -0.62117 -29.17674
28 O -2.44811 1.90194 -26.04953
29 H -1.56050 1.56299 -26.16576
30 H -2.94236 1.53709 -26.78359
31 O 0.21037 -3.34372 -24.00722
32 H -0.30405 -3.85193 -23.38006
33 H -0.43577 -2.99674 -24.62231
34 O -0.19301 -2.93567 -29.12209
35 H -0.53657 -3.40771 -29.88063
36 H -0.94527 -2.84015 -28.53798
37 O -2.84991 -7.14583 -30.88236
38 H -3.09251 -7.69494 -31.62793
39 H -2.59223 -7.76664 -30.20088

---

The following is a DFT calculation (ωB97M-V/def2-TZVPD) of a structure of composition C12H11Cl3O2Pd in a non-equilibrium geometry.

Calculated values
- HOMO (alpha / beta): 0.0174 / 0.0259 hartree
- Charge: -2
- Kohn-Sham gap (alpha / beta): 4.3 / 4.0 eV
- <S²>: 2.018
- Spin multiplicity: 3

Cartesian coordinates (Å):
1 C 2.36466 1.18050 1.36416
2 C 1.69695 2.22467 0.69310
3 C 1.70062 1.92917 -0.69943
4 H 1.25521 3.10387 1.12033
5 C 2.12943 0.58946 -0.89052
6 C 2.56789 0.09402 0.37888
7 H 2.84145 -0.91373 0.56832
8 H 2.26758 0.99237 2.43206
9 H 1.33160 2.60875 -1.49834
10 H 2.04633 0.04240 -1.80482
11 Pd 0.91473 -0.27867 1.31928
12 Cl -0.81339 0.67354 2.79222
13 C -2.52914 0.36753 -0.07965
14 C -1.91518 0.09615 -1.34576
15 C -1.27500 1.31073 -1.80572
16 H -1.92808 -0.84596 -1.87112
17 C -1.51089 2.33779 -0.82015
18 C -2.27739 1.74286 0.25287
19 H -2.55113 2.23644 1.18352
20 H -3.00860 -0.35981 0.55987
21 H -0.64199 1.39965 -2.69673
22 H -1.09174 3.34708 -0.82069
23 Cl -0.57076 -4.64625 -1.39189
24 C -0.16867 -3.99825 0.22529
25 Cl 1.59835 -4.30522 0.54129
26 C -0.49203 -2.48318 0.39117
27 O -1.29196 -2.22067 1.29006
28 O 0.11802 -1.67891 -0.37760
29 H -0.76684 -4.54631 0.99000

---

Values for ΔE to the lowest compared entry with this formula, charge and spin, kJ/mol, ordered as above
445.23 133.45 193.68 126.69